The following is a DFT calculation (ωB97M-V/def2-TZVPD) of C37H33AlN6O8PS4Se as an isolated structure.

Last column: Mulliken charge in e.
Cartesian coordinates (Å):
Al (0.586061, 0.679614, -1.331575)  -0.80
O (-0.870506, -2.957377, 0.493531)  -0.75
C (-0.227881, -3.807767, -0.343260)  0.21
C (-0.430218, -5.172298, -0.138851)  -0.64
C (0.212860, -6.104913, -0.930452)  -0.38
C (1.065527, -5.686115, -1.947816)  -0.78
C (1.260643, -4.333191, -2.154646)  -0.85
C (0.631353, -3.373298, -1.362250)  0.20
C (0.879766, -1.941029, -1.611371)  0.32
O (0.018611, -1.048563, -1.045595)  2.06
N (1.848213, -1.542338, -2.342055)  -1.07
N (1.869857, -0.166449, -2.391072)  1.70
C (2.767780, 0.502010, -3.246448)  1.10
S (4.014062, -0.548377, -4.056988)  -0.26
C (5.169449, -0.602738, -2.665467)  -0.12
C (5.913498, 0.720485, -2.460093)  -0.63
S (4.839663, 2.144157, -2.759818)  -0.26
H (-0.658288, -2.048450, 0.192906)  0.36
H (-1.101927, -5.469404, 0.657022)  0.45
H (0.046473, -7.161108, -0.757237)  0.37
H (1.569389, -6.409696, -2.575132)  0.41
H (1.920401, -3.976318, -2.935037)  0.47
H (5.877473, -1.410941, -2.845959)  0.50
H (4.590718, -0.869986, -1.780794)  -0.29
H (6.728610, 0.829659, -3.181372)  0.38
H (6.319714, 0.756226, -1.448201)  0.33
N (-2.424674, -0.741576, -2.652754)  0.05
C (-3.410563, 0.170647, -2.394476)  0.23
C (-4.586463, 0.128893, -3.163749)  -0.64
C (-5.602492, 1.037575, -2.971209)  -0.62
C (-5.489601, 2.031587, -2.003507)  -0.97
C (-4.335798, 2.086340, -1.244982)  -0.47
C (-3.289305, 1.176409, -1.413655)  -0.03
P (-1.815190, 1.289980, -0.349729)  1.75
C (-2.328539, 0.521317, 1.223277)  0.25
C (-3.650411, 0.344320, 1.620634)  -0.81
C (-3.936944, -0.247265, 2.841851)  -0.73
C (-2.906974, -0.664939, 3.674405)  -0.83
C (-1.586575, -0.503137, 3.280276)  -0.41
C (-1.299333, 0.079540, 2.055233)  0.50
C (-1.754795, 3.074114, 0.039307)  -0.10
C (-1.690726, 3.968432, -1.031937)  -0.38
C (-1.560623, 5.327025, -0.796962)  -0.59
C (-1.476448, 5.807074, 0.504842)  -0.54
C (-1.525222, 4.920896, 1.568832)  -0.73
C (-1.666689, 3.557843, 1.338231)  -0.58
H (-2.662424, -1.533048, -3.223201)  0.29
H (-1.653126, -0.883690, -2.010474)  -0.66
H (-4.676163, -0.633943, -3.928475)  0.36
H (-6.491536, 0.977131, -3.587300)  0.38
H (-6.280950, 2.752905, -1.851092)  0.42
H (-4.233229, 2.864501, -0.497837)  0.51
H (-4.455819, 0.656840, 0.968200)  0.40
H (-4.967834, -0.389134, 3.141646)  0.39
H (-3.136755, -1.130487, 4.625236)  0.38
H (-0.775641, -0.846408, 3.908503)  0.46
H (-0.265767, 0.168829, 1.732253)  -0.04
H (-1.720561, 3.590766, -2.046632)  0.38
H (-1.512810, 6.011317, -1.634607)  0.42
H (-1.366561, 6.868841, 0.686642)  0.36
H (-1.451694, 5.286569, 2.585417)  0.41
H (-1.702645, 2.873433, 2.177297)  0.41
N (0.284699, -3.176039, 6.087385)  -0.62
C (0.905117, -2.566758, 4.992106)  0.78
C (0.974570, -3.221982, 3.764990)  -0.76
C (1.625572, -2.637530, 2.693244)  -0.14
C (2.202985, -1.384516, 2.837567)  -0.60
C (2.142918, -0.721632, 4.056067)  -0.43
C (1.502037, -1.311547, 5.130797)  -0.74
S (3.073220, -0.658093, 1.484719)  1.22
O (3.448850, -1.740940, 0.617786)  -0.77
O (4.112308, 0.173881, 2.055495)  -0.82
N (1.972174, 0.253266, 0.749605)  -0.23
C (2.180073, 1.545904, 0.544659)  0.55
S (3.388601, 2.652078, 1.126749)  -0.19
C (2.662120, 3.917215, 0.173842)  -0.54
C (1.618808, 3.459130, -0.528486)  -1.17
N (1.337898, 2.125561, -0.312349)  1.24
H (-0.403582, -3.869515, 5.840656)  0.23
H (-0.062634, -2.534873, 6.782467)  0.23
H (0.509390, -4.193471, 3.645882)  0.32
H (1.693626, -3.146323, 1.742128)  0.51
H (2.616887, 0.245701, 4.160845)  0.50
H (1.461965, -0.803073, 6.087459)  0.30
H (3.081908, 4.908171, 0.161078)  0.47
H (1.012701, 4.009688, -1.230334)  0.61
O (2.101766, 1.223339, -4.256076)  -0.80
Se (0.264023, 1.055397, -4.284002)  0.59
O (3.387218, 1.477666, -2.350392)  -0.43
O (-0.139769, 1.644979, -2.709102)  -0.77
O (-0.105867, 2.273022, -5.266257)  -0.78

Force components x, y, z for each atom (eV/Å):
Al -0.406 -0.016 -0.291
O -0.010 -0.006 0.037
C 0.014 -0.066 0.035
C -0.001 0.031 0.027
C 0.010 0.001 -0.038
C -0.031 -0.002 0.025
C 0.059 -0.006 0.000
C -0.022 0.037 -0.049
C -0.092 0.003 0.043
O -0.024 0.037 -0.037
N 0.110 0.047 0.062
N -0.141 0.024 -0.082
C -0.023 0.062 0.158
S 0.190 0.178 -0.197
C -0.184 0.110 0.125
C 0.021 -0.096 0.066
S -0.158 0.048 -0.258
H -0.054 0.026 -0.019
H 0.004 -0.012 0.001
H -0.002 -0.007 0.002
H 0.005 -0.004 0.001
H 0.005 -0.005 0.000
H -0.025 -0.014 -0.067
H 0.040 0.018 0.061
H -0.013 -0.049 0.036
H 0.034 -0.026 0.013
N 0.021 0.007 0.078
C 0.043 -0.019 0.004
C -0.024 0.019 0.002
C 0.001 -0.005 -0.023
C 0.000 0.006 0.011
C -0.055 -0.009 -0.023
C 0.008 0.005 0.002
P -0.128 0.044 0.134
C 0.165 -0.050 -0.018
C -0.037 0.023 -0.007
C -0.005 -0.001 0.004
C 0.020 0.009 -0.006
C -0.036 -0.012 0.025
C -0.012 -0.016 -0.041
C -0.015 -0.031 -0.110
C 0.007 0.015 0.052
C -0.017 0.002 0.000
C -0.001 0.003 -0.007
C 0.007 0.010 0.005
C 0.016 -0.018 0.032
H 0.001 -0.003 -0.002
H -0.004 -0.011 -0.015
H -0.003 -0.005 -0.005
H -0.001 -0.003 0.000
H -0.003 0.002 -0.003
H 0.000 -0.013 -0.006
H -0.012 0.004 0.007
H -0.007 0.003 -0.003
H 0.003 -0.007 0.003
H -0.016 0.010 -0.003
H 0.012 0.019 0.013
H -0.008 -0.006 -0.031
H 0.002 0.005 -0.005
H 0.001 0.003 -0.001
H 0.000 0.001 0.002
H -0.010 -0.002 -0.012
N -0.008 -0.009 -0.024
C 0.022 0.006 0.067
C -0.011 -0.012 -0.043
C -0.040 0.057 0.021
C 0.003 -0.017 0.008
C -0.009 -0.015 0.021
C 0.012 -0.015 -0.021
S 0.037 -0.095 -0.096
O 0.034 0.038 0.049
O 0.024 0.019 0.020
N 0.178 -0.129 0.272
C 0.124 0.172 -0.077
S -0.073 0.023 0.011
C 0.090 0.044 0.050
C -0.087 -0.055 -0.057
N 0.059 -0.037 0.038
H -0.005 -0.001 0.004
H -0.001 0.003 0.006
H 0.002 -0.007 -0.002
H -0.011 -0.036 -0.038
H 0.009 0.003 -0.008
H 0.003 0.006 -0.001
H -0.011 0.015 -0.009
H 0.041 -0.011 0.002
O -0.061 -0.022 0.089
Se 0.091 0.115 0.004
O 0.164 -0.202 0.001
O 0.175 -0.070 -0.047
O 0.027 -0.064 0.052

Results
- Energy: -6938.46050 a.u.
- Gap between HOMO and LUMO: 6.866 eV
- LUMO level: 2.24 eV
- Charge: -1
- ΔE to the lowest compared entry with this formula, charge and spin: 9.9 kcal/mol
- E_HOMO: -4.62 eV

=====

The following is a DFT calculation (ωB97M-V/def2-TZVPD) of C37H33BrCsN5O as an isolated structure.

Last column: Mulliken charge in e.
Cartesian coordinates (Å):
Cs (0.313146, -1.291561, 0.549279)  1.15
C (-2.484603, 0.932895, 0.596230)  -0.31
C (-1.889954, 1.505633, 1.714414)  -0.03
C (-1.792022, 0.788654, 2.899794)  -0.06
C (-2.291174, -0.507305, 2.967902)  -0.50
C (-2.886670, -1.080872, 1.851245)  -0.60
C (-2.983415, -0.361503, 0.664682)  -0.45
H (-2.542908, 1.493255, -0.328117)  0.33
H (-1.505825, 2.514674, 1.652445)  0.23
H (-1.335570, 1.235156, 3.774619)  0.38
H (-2.218598, -1.067351, 3.891697)  0.38
H (-3.272091, -2.091643, 1.894852)  0.38
H (-3.420994, -0.830086, -0.207185)  0.29
Br (-4.402033, 0.655276, -6.617372)  -0.14
C (-3.070442, 0.854235, -5.287650)  0.05
C (-1.897563, 1.520570, -5.592889)  -0.79
C (-0.906666, 1.618509, -4.627638)  -0.04
C (-1.089989, 1.053709, -3.367086)  -0.50
C (-2.299830, 0.444020, -3.058314)  0.24
C (-3.283471, 0.325449, -4.023239)  -0.63
N (-0.067185, 1.099789, -2.389715)  -0.20
C (1.101395, 0.812707, -2.778647)  -0.09
C (2.314738, 0.957810, -1.939330)  0.35
C (3.547328, 0.886533, -2.583133)  -0.92
C (4.707827, 1.081411, -1.853651)  -0.50
C (4.595479, 1.335928, -0.498622)  -1.18
C (3.325530, 1.368358, 0.061021)  0.22
N (2.200758, 1.185604, -0.624609)  0.01
H (-1.752383, 1.946054, -6.576328)  0.44
H (0.014340, 2.142645, -4.851708)  0.56
H (-2.421357, -0.017967, -2.089877)  0.46
H (-4.204880, -0.195654, -3.802638)  0.46
H (1.294865, 0.476868, -3.803122)  0.32
H (3.584314, 0.684660, -3.645768)  0.45
H (5.676147, 1.037225, -2.334430)  0.43
H (5.465122, 1.501737, 0.122412)  0.46
H (3.213102, 1.550328, 1.124310)  0.41
N (-2.787324, -1.960368, -9.546701)  -0.56
C (-2.515309, -2.094294, -8.436979)  -0.01
C (-2.167970, -2.262181, -7.054556)  0.51
C (-3.077621, -2.826982, -6.159984)  -0.50
C (-2.744775, -2.960124, -4.827238)  -0.61
C (-1.499710, -2.530652, -4.342382)  0.55
C (-0.592392, -1.985989, -5.261365)  -0.33
C (-0.919074, -1.847906, -6.595608)  -0.49
C (-1.208169, -2.542464, -2.946415)  -2.16
C (-1.030557, -2.419183, -1.734216)  0.69
H (-4.047285, -3.146688, -6.518372)  0.44
H (-3.455607, -3.379945, -4.128177)  0.51
H (0.373796, -1.656815, -4.901710)  0.49
H (-0.216367, -1.408991, -7.292246)  0.45
C (0.552423, 4.841780, 1.573063)  -1.02
C (2.006762, 4.604528, 1.949705)  -0.09
N (2.264647, 4.816239, 3.369382)  0.26
C (2.153160, 6.188768, 3.868356)  -0.86
C (0.959749, 6.380510, 4.792189)  -1.10
C (2.799653, 3.905275, 4.219582)  0.07
O (3.212053, 4.212457, 5.328819)  -0.65
C (2.888897, 2.460321, 3.807060)  0.81
C (4.083530, 1.790015, 4.037273)  -0.45
C (4.168114, 0.445293, 3.727961)  -0.60
C (3.040777, -0.187333, 3.224674)  -0.47
N (1.871608, 0.424567, 3.046178)  -0.18
C (1.810387, 1.724420, 3.332385)  -0.21
H (0.392385, 4.604343, 0.520657)  0.41
H (0.265564, 5.881875, 1.733134)  0.38
H (-0.108409, 4.219017, 2.176802)  0.19
H (2.648118, 5.285244, 1.381105)  0.36
H (2.307594, 3.596070, 1.678331)  -0.20
H (2.074660, 6.840495, 2.997438)  0.41
H (3.073690, 6.437317, 4.396612)  0.45
H (0.025062, 6.149128, 4.279606)  0.27
H (0.914442, 7.413742, 5.138340)  0.38
H (1.053409, 5.732751, 5.662529)  0.32
H (4.921826, 2.330290, 4.457422)  0.50
H (5.085439, -0.108382, 3.873193)  0.45
H (3.076221, -1.240351, 2.962724)  0.32
H (0.847812, 2.199173, 3.171552)  0.21

Force components x, y, z for each atom (eV/Å):
Cs 0.256 0.331 0.296
C 0.000 -0.027 0.011
C 0.002 -0.034 0.008
C -0.010 -0.018 -0.021
C -0.020 -0.006 -0.016
C -0.041 0.039 -0.009
C -0.026 -0.024 0.013
H 0.000 -0.007 0.007
H 0.015 0.029 0.007
H 0.007 -0.005 -0.009
H -0.001 0.005 0.003
H 0.004 0.000 0.016
H -0.006 0.009 0.000
Br -0.020 0.039 0.007
C -0.033 -0.009 0.025
C 0.030 0.005 -0.004
C -0.009 -0.043 -0.007
C 0.034 0.012 -0.073
C 0.040 -0.031 0.033
C -0.035 -0.003 -0.019
N 0.062 0.011 0.098
C -0.041 0.060 0.018
C 0.009 0.000 0.025
C -0.010 -0.030 0.003
C -0.006 0.003 0.007
C 0.016 0.007 -0.018
C -0.045 0.014 0.039
N 0.053 -0.038 -0.073
H -0.006 0.006 0.004
H -0.016 0.017 -0.009
H 0.001 -0.008 -0.024
H 0.002 0.005 -0.001
H 0.001 0.009 -0.014
H 0.001 0.004 0.000
H -0.001 -0.003 0.000
H 0.001 -0.004 0.001
H 0.003 -0.016 -0.034
N 0.001 0.007 0.010
C -0.008 -0.025 -0.010
C 0.013 -0.003 0.020
C 0.007 -0.030 -0.020
C -0.008 -0.016 -0.010
C -0.045 0.148 0.018
C 0.028 -0.022 -0.005
C 0.004 -0.005 -0.019
C -0.011 -0.025 -0.025
C -0.165 -0.261 -0.267
H -0.001 0.006 0.006
H 0.001 -0.008 0.000
H 0.004 0.002 0.001
H 0.007 -0.004 0.006
C 0.004 0.001 -0.012
C -0.019 -0.015 0.008
N -0.009 -0.023 0.001
C -0.007 -0.001 0.007
C 0.008 -0.006 -0.010
C 0.016 0.015 0.038
O -0.016 -0.001 -0.007
C -0.009 0.001 -0.016
C 0.023 0.034 -0.023
C 0.009 -0.021 -0.062
C -0.057 -0.033 0.072
N 0.054 -0.009 0.008
C -0.041 0.004 -0.062
H -0.007 -0.007 0.010
H -0.002 -0.003 0.000
H -0.006 -0.023 -0.007
H 0.018 -0.004 -0.003
H -0.016 0.004 0.013
H 0.009 0.003 0.000
H 0.005 0.004 -0.005
H 0.002 0.002 0.002
H -0.002 -0.004 0.002
H -0.005 0.004 0.001
H 0.002 -0.003 0.006
H -0.004 -0.004 0.009
H 0.009 0.000 0.030
H 0.001 0.022 0.004

Results
- Energy: -4372.84307 a.u.
- Gap between HOMO and LUMO: 6.763 eV
- LUMO level: -0.52 eV
- ΔE to the lowest compared entry with this formula, charge and spin: 0.0 kcal/mol
- E_HOMO: -7.28 eV